Record 1
13
Properties=species:S:1:pos:R:3:forces:R:3:nbo_charge:R:1 method="wB97M-V/def2-TZVPD" total_charge=0 de_lowest_kj_mol=213.0 e_homo_ev=-9.5
H -2.866 -1.767 -0.264 0.826 0.104 0.887 0.385
N -2.720 -0.840 0.136 -2.255 0.715 -1.027 -0.717
C -1.647 -0.256 -0.048 2.912 -2.115 0.221 0.656
N -0.389 -0.868 -0.085 2.413 2.065 -0.854 -0.515
C 0.682 -0.040 -0.122 -1.604 -2.891 0.983 0.458
C 2.040 -0.730 0.044 -0.714 0.150 -0.755 -0.661
N 0.665 1.351 -0.021 1.222 -0.275 0.392 -0.538
C -0.499 1.833 0.068 0.131 0.193 -0.952 0.483
O -1.550 1.088 -0.121 -3.439 1.893 0.591 -0.461
H 2.797 -0.049 -0.348 0.177 -0.143 0.414 0.229
H 2.143 -0.932 1.126 0.255 0.207 -0.534 0.244
H 2.098 -1.696 -0.510 -0.304 0.765 0.499 0.240
H -0.753 2.906 0.144 0.381 -0.667 0.135 0.197

***

Record 2
13
Properties=species:S:1:pos:R:3:forces:R:3:nbo_charge:R:1 method="wB97M-V/def2-TZVPD" total_charge=0 de_lowest_kj_mol=326.5 smiles="CC(=O)c1nc[nH]n1" e_homo_ev=-10.1
C 2.234 1.058 0.036 3.724 -1.288 1.603 -0.744
C 1.367 -0.196 -0.049 -0.533 0.561 1.349 0.522
O 1.913 -1.261 0.012 0.329 -1.072 -0.287 -0.499
C -0.099 -0.161 0.007 -0.184 4.446 -2.438 0.184
N -0.954 -1.136 -0.051 -2.067 -2.533 1.269 -0.433
C -2.145 -0.556 0.055 -2.296 -1.527 0.172 0.185
N -1.996 0.746 0.079 0.754 5.398 -1.831 -0.364
N -0.683 1.072 -0.145 0.130 -1.576 2.321 -0.271
H 2.450 1.615 1.128 -1.149 -1.925 -2.731 0.252
H 2.130 1.888 -0.692 -0.045 -0.917 0.199 0.243
H 3.203 0.222 -0.120 -1.610 3.659 0.152 0.259
H -3.220 -0.954 0.143 2.247 0.063 -0.238 0.218
H -2.574 1.675 -0.028 0.700 -3.290 0.459 0.448

***

Record 3
14
Properties=species:S:1:pos:R:3:forces:R:3:nbo_charge:R:1 method="wB97M-V/def2-TZVPD" total_charge=0 de_lowest_kj_mol=901.4 smiles="O=[N+]([O-])C1=CNNC=C1" e_homo_ev="-8.1 / -8.1"
O 2.863 0.938 -0.411 1.413 0.398 0.124 -0.413
N 2.261 -0.093 -0.178 0.329 -1.650 -0.496 0.452
O 2.744 -1.266 -0.177 -0.481 1.770 0.183 -0.480
C 0.930 0.104 -0.053 -5.917 -4.687 1.213 -0.071
C -0.134 -1.383 0.220 4.219 6.014 -1.552 0.220
N -1.369 -1.127 0.105 1.211 1.492 -0.098 -0.343
N -1.820 0.148 -0.455 -2.228 -0.906 2.986 -0.435
C -1.232 1.269 0.169 1.337 0.604 1.371 -0.165
C 0.131 1.225 0.310 0.113 2.120 -0.460 -0.218
H 0.317 -2.321 0.335 0.294 -1.335 0.665 0.233
H -2.009 -1.832 0.252 -2.183 -1.413 0.322 0.404
H -1.423 0.054 -1.308 1.341 -0.029 -3.742 0.350
H -1.869 2.087 0.602 0.693 -1.159 -0.656 0.220
H 0.611 2.198 0.589 -0.139 -1.220 0.140 0.247